## w
C3H6N | wB97M-V/def2-TZVPD

Values from the calculation:
Total charge = +1
E_LUMO = -4.1712 eV
Spin multiplicity = 1
Highest occupied orbital energy = -17.3 eV

Each line ends with the Löwdin charge.
Geometry (Å):
C: -2.63 0.21 0.05  0.21
C: 0.95 0.43 0.04  -0.12
C: 0.15 -0.74 -0.10  0.00
N: -1.60 -0.24 0.01  0.18
H: -3.66 0.57 0.19  0.14
H: 0.81 1.19 0.81  0.11
H: 2.04 0.19 0.06  0.13
H: 1.02 0.99 -0.92  0.10
H: -0.05 -1.38 -1.01  0.15
H: 0.28 -1.24 0.81  0.10

## x
C3H6N | wB97M-V/def2-TZVPD

Values from the calculation:
Total charge = +1
E_LUMO = -5.5071 eV
Spin multiplicity = 1
Highest occupied orbital energy = -15.4 eV

Each line ends with the Löwdin charge.
Geometry (Å):
C: -0.96 -1.18 -0.46  0.30
C: 1.01 -0.85 -0.19  0.21
C: -0.26 1.22 0.36  0.03
N: -0.29 -0.14 -0.26  -0.22
H: -1.87 -1.74 -0.66  0.14
H: 1.29 -1.17 0.82  0.11
H: 0.50 1.18 1.20  0.13
H: 0.19 1.94 -0.43  0.14
H: -1.14 1.65 0.74  0.08
H: 1.52 -0.92 -1.11  0.09

Most stable structure - w; separation to the second - 0.0845 hartree.

## w
C2H3IO3 | wB97M-V/def2-TZVPD

Values from the calculation:
Total charge = 0
E_LUMO (spin up / spin down) = -3.5614 / -3.5339 eV
Spin multiplicity = 1
Highest occupied orbital energy (spin up / spin down) = -9.4 / -9.3 eV

Each line ends with the Löwdin charge.
Geometry (Å):
C: -1.54 -0.04 0.53  -0.72
C: -0.02 -0.01 0.07  0.04
O: -1.99 0.94 1.05  0.04
O: -1.96 -1.16 0.21  0.09
O: -4.03 -1.42 0.39  -0.81
I: -4.99 0.04 -0.15  1.12
H: 0.02 0.74 -0.71  0.08
H: 0.56 0.29 0.93  0.08
H: 0.30 -0.98 -0.31  0.07

## x
C2H3IO3 | wB97M-V/def2-TZVPD

Values from the calculation:
Total charge = 0
E_LUMO = -1.1670 eV
Spin multiplicity = 1
Highest occupied orbital energy = -9.2 eV

Each line ends with the Löwdin charge.
Geometry (Å):
C: -1.61 0.15 -0.38  -0.73
C: -0.17 0.10 0.04  0.02
O: -2.34 -0.84 0.06  -0.37
O: -2.12 1.14 -0.82  -0.02
O: -4.07 1.37 0.82  -0.86
I: -4.28 -0.18 0.00  1.69
H: 0.49 0.86 -0.22  0.06
H: -0.06 0.19 1.08  0.08
H: 0.25 -0.86 -0.40  0.12

Most stable structure - x; separation to the second - 0.0551 hartree.

## w
C2H3O2S2 | wB97M-V/def2-TZVPD

Values from the calculation:
Total charge = -1
E_LUMO = 3.4751 eV
Spin multiplicity = 1
Highest occupied orbital energy = -3.5 eV

Each line ends with the Löwdin charge.
Geometry (Å):
C: 1.84 -0.95 0.54  -0.95
C: -1.51 0.37 -0.41  -0.57
O: 1.73 -1.20 -0.61  -0.03
O: 2.11 -1.34 1.62  -0.01
S: 1.49 1.15 0.70  0.24
S: -0.70 1.79 0.36  0.30
H: -2.19 0.60 -1.20  -0.01
H: -2.01 -0.41 0.09  0.01
H: -0.75 -0.02 -1.09  0.01

## x
C2H3O2S2 | wB97M-V/def2-TZVPD

Values from the calculation:
Total charge = -1
E_LUMO = 3.4078 eV
Spin multiplicity = 1
Highest occupied orbital energy = -4.1 eV

Each line ends with the Löwdin charge.
Geometry (Å):
C: 2.00 -0.05 0.01  -1.07
C: -1.70 0.13 0.05  -0.46
O: -0.30 -1.02 -0.07  -0.66
O: -2.40 0.34 -0.96  -0.16
S: 3.46 0.56 -0.52  0.36
S: 0.79 -0.55 -1.06  0.81
H: 1.56 0.08 0.99  0.01
H: -1.22 0.97 0.65  0.08
H: -2.19 -0.46 0.91  0.08

## y
C2H3O2S2 | wB97M-V/def2-TZVPD

Values from the calculation:
Total charge = -1
E_LUMO (spin up / spin down) = 3.6033 / 3.6034 eV
Spin multiplicity = 1
Highest occupied orbital energy (spin up / spin down) = -2.6 / -2.6 eV

Each line ends with the Löwdin charge.
Geometry (Å):
C: 0.33 0.43 -0.07  -0.63
C: 0.02 -0.93 0.41  -0.61
O: -2.20 0.48 2.74  -0.55
O: -1.80 -1.82 3.47  -0.54
S: 1.75 -0.44 0.63  0.53
S: -1.20 -0.55 3.06  0.74
H: 0.41 0.69 -1.12  0.04
H: 0.01 1.26 0.55  0.03
H: -0.08 -1.70 -0.36  -0.01

Most stable structure - w; separation to the second - 0.0675 hartree.